(1)
{
  "formula": "C3H10NOS",
  "method": "wB97M-V/def2-TZVPD",
  "symbols": ["C", "C", "S", "C", "N", "H", "H", "H", "H", "H", "H", "H", "H", "H", "H", "O"],
  "positions_angstrom": [[-0.075, 1.198, 0.436], [-0.249, 0.324, 1.682], [0.201, -1.422, 1.385], [-1.024, 0.798, -0.678], [-0.585, 1.377, -1.960], [0.944, 1.055, 0.069], [-0.224, 2.263, 0.668], [-1.291, 0.394, 2.032], [0.393, 0.728, 2.472], [-2.037, 1.091, -0.422], [-1.000, -0.302, -0.779], [-1.267, 1.193, -2.675], [-0.511, 2.389, -1.883], [1.198, -1.221, -0.819], [0.886, -0.248, -1.965], [1.478, -0.981, -1.725]],
  "multiplicity": 1,
  "homo_energy_ev": -2.59,
  "total_charge": -1
}

(2)
{
  "formula": "C2H4N4",
  "method": "wB97M-V/def2-TZVPD",
  "symbols": ["N", "C", "N", "N", "N", "C", "H", "H", "H", "H"],
  "positions_angstrom": [[1.804, -0.278, 0.213], [0.418, -0.064, 0.063], [-0.459, -1.023, -0.136], [-1.688, -0.639, -0.154], [-1.558, 1.220, -0.047], [-0.301, 1.195, 0.148], [2.330, 0.032, -0.598], [2.003, -1.264, 0.357], [-2.290, -1.459, -0.384], [-0.321, 2.238, 0.533]],
  "multiplicity": 1,
  "homo_energy_ev": -8.34
}

(3)
{
  "formula": "C3H5CdO5",
  "method": "wB97M-V/def2-TZVPD",
  "symbols": ["O", "C", "C", "O", "H", "H", "H", "H", "H", "Cd", "O", "C", "O", "O"],
  "positions_angstrom": [[2.446, 1.196, 0.315], [1.613, 0.315, -0.258], [1.006, 0.497, -1.645], [0.119, -0.538, -1.925], [-3.087, 0.469, 1.074], [1.548, -0.651, 0.256], [2.919, 1.550, -0.495], [1.831, 0.532, -2.386], [0.518, 1.493, -1.676], [-0.855, -0.990, -0.391], [-1.160, -1.814, 1.387], [-1.996, -1.000, 1.893], [-2.645, -1.051, 2.914], [-2.256, -0.008, 0.937]],
  "multiplicity": 2,
  "homo_energy_ev": [-7.66, -10.01]
}

(4)
{
  "formula": "C3H7N2O",
  "method": "wB97M-V/def2-TZVPD",
  "symbols": ["C", "C", "C", "N", "N", "O", "H", "H", "H", "H", "H", "H", "H"],
  "positions_angstrom": [[-0.048, 1.060, -0.739], [-0.300, 0.096, -1.735], [0.005, 0.697, 0.602], [-0.740, -1.265, 0.027], [0.986, -0.126, 1.217], [-0.760, -1.075, -1.326], [-0.188, 2.165, -0.918], [-0.199, 0.106, -2.831], [-0.577, 1.243, 1.332], [-1.435, -1.850, 0.397], [0.966, -0.124, 2.266], [1.890, 0.238, 1.029], [0.400, -1.165, 0.677]],
  "multiplicity": 1,
  "homo_energy_ev": [-14.63, -14.63],
  "total_charge": 1
}

no.,calculated total energy (hartree)
1,-648.5269
2,-297.5026
3,-661.1555
4,-302.8347